No. 1
A single C12H12ClN3O2 molecule in a non-equilibrium geometry, computed with wB97M-V/def2-TZVPD.

As for the net charge: 0. The HOMO-LUMO gap comes out at 9.56 eV. The total energy comes out at -1239.42955 hartree. The value obtained for the largest force on an atom is 1.1 eV/A. As for the structure (SMILES): CCOC(=O)c1nc(C)n(-c2ccc(Cl)cc2)n1. As for the multiplicity: 1.

Each line ends with the Mulliken charge.
Positions of all 30 atoms, in Å:
C -0.9311 1.3067 -3.8548  -1.02
C 0.5456 1.5339 -3.5558  -0.24
O 1.3529 0.4662 -4.0401  -0.35
C 1.3930 -0.7258 -3.4396  0.45
O 2.0319 -1.6185 -3.9260  -0.54
C 0.6597 -0.9210 -2.1568  0.21
N -0.0345 -2.0554 -1.9067  -0.65
C -0.4402 -1.9303 -0.6671  1.02
C -1.2946 -2.9069 0.0416  -1.45
N 0.0029 -0.7422 -0.1673  0.61
C -0.1840 -0.1406 1.0841  0.31
C -0.2142 -0.8918 2.2538  -0.19
C -0.4052 -0.2628 3.4700  -0.83
C -0.5542 1.1151 3.5175  0.40
Cl -0.7956 1.8950 5.0370  -0.20
C -0.5010 1.8732 2.3563  -0.75
C -0.3163 1.2440 1.1418  -0.21
N 0.6879 -0.0995 -1.1278  -0.87
H -1.0756 1.1510 -4.9209  0.33
H -1.2993 0.4294 -3.3269  0.27
H -1.5067 2.1735 -3.5418  0.35
H 0.9117 2.4099 -4.0965  0.34
H 0.7142 1.6729 -2.4842  0.30
H -1.9834 -2.4043 0.7177  0.44
H -1.8496 -3.4738 -0.7012  0.35
H -0.6845 -3.6090 0.6091  0.28
H -0.0643 -1.9583 2.2246  0.43
H -0.4290 -0.8394 4.3809  0.40
H -0.6054 2.9451 2.4055  0.41
H -0.2663 1.8144 0.2279  0.41



No. 2
A molecular structure, C4H9NO in a non-equilibrium geometry, computed with wB97M-V/def2-TZVPD.

As for the net charge: 0. The HOMO-LUMO gap comes out at 10.17 eV. The total energy comes out at -287.70130 hartree. The value obtained for the largest force on an atom is 3.0 eV/A. As for the energy relative to the best compared isomer or geometry (same formula, charge and spin): 344.3 kJ/mol. As for the multiplicity: 1.

Each line ends with the Mulliken charge.
Positions of all 15 atoms, in Å:
C 1.1111 0.5673 1.0825  -1.24
C -0.4511 0.2980 -0.1943  -0.01
C 0.0022 1.1471 -1.3468  -1.20
N -0.2329 -1.1094 -0.2760  -0.32
C -1.1726 -1.9618 0.2854  0.13
O -2.3334 -1.6818 0.5068  -0.53
H 1.1215 1.6339 1.2233  0.36
H 2.1725 0.3156 0.7666  0.40
H 1.0188 0.0762 2.0715  0.36
H -1.5171 0.5009 0.0680  0.31
H -0.6462 1.0774 -2.2294  0.39
H 1.0217 0.8745 -1.6266  0.26
H -0.0202 2.1813 -0.9931  0.33
H 0.6852 -0.9561 0.1713  0.42
H -0.7595 -2.9632 0.4910  0.34



LUMO energy: 0.27, 0.91 (eV)